(1)
Here is C17H17FN4O as an isolated structure from OMol25. Energies are from ωB97M-V/def2-TZVPD.

Element x y z (Å)
C  -5.730  -2.193  -0.008
H  -5.438  -2.229  -1.167
H  -4.759  -2.515  0.395
H  -6.596  -2.838  0.098
C  -6.006  -0.939  0.212
N  -4.893  -0.067  0.196
N  -4.936  1.169  0.022
N  -3.645  1.700  -0.352
C  -2.912  0.619  -0.076
N  -3.586  -0.514  0.252
C  -1.472  0.798  0.035
C  -0.825  1.891  -0.279
C  0.676  1.621  -0.293
C  1.393  0.706  0.042
C  0.673  -0.593  0.066
C  -0.770  -0.612  0.326
H  -1.203  -1.665  0.400
H  1.171  -1.562  0.416
O  2.830  0.853  -0.080
C  3.491  -0.361  0.241
C  4.929  -0.031  -0.023
C  5.293  1.377  0.375
C  6.755  1.701  0.228
C  7.636  0.638  0.148
C  7.286  -0.555  -0.420
C  6.022  -0.986  -0.138
F  5.545  -2.479  -0.277
H  8.031  -1.364  -0.366
H  8.671  0.791  0.049
H  7.115  2.572  0.362
H  4.688  2.168  0.319
H  3.287  -0.927  0.962
H  3.333  -1.089  -0.657
H  1.184  2.590  -0.348
H  -1.315  2.639  -0.317
C  -7.152  0.093  -0.334
H  -6.986  -0.111  -1.615
H  -7.314  0.942  0.214
H  -8.129  -0.611  -0.149
H  -6.346  -0.627  1.541

Force components x, y, z for each atom (eV/Å):
2.28 -7.90 -5.36
-0.71 -0.29 1.73
-0.80 -0.17 0.51
0.28 -0.34 0.31
-4.96 12.99 7.90
6.26 -0.04 -0.20
0.56 4.10 -2.92
-3.93 -2.95 2.71
-0.38 0.13 0.90
-0.45 0.93 -0.78
-0.68 -7.68 0.54
9.75 -11.19 1.22
-7.31 13.29 -1.72
5.29 -10.04 0.22
-2.10 -1.30 3.94
3.66 2.42 -2.77
0.01 2.14 0.06
-0.46 1.42 -1.10
-3.26 -1.20 1.80
2.84 2.57 -10.75
2.28 1.91 3.92
6.58 -5.04 -3.39
-5.56 -7.47 1.01
0.00 1.86 -2.56
0.16 -4.00 2.99
-4.81 -0.85 -1.64
1.62 4.24 0.22
-0.08 0.43 -0.85
1.33 0.76 0.43
2.14 6.35 1.11
-2.86 2.51 0.32
-1.91 -3.59 6.93
-0.39 0.83 1.17
0.22 -0.11 -0.48
-5.31 10.40 -1.27
-1.58 -9.38 -4.73
-0.72 1.93 3.65
0.31 2.31 0.52
1.90 1.79 -0.52
0.80 -1.76 -3.06

Summary:
Gap between HOMO and LUMO   9.21 eV
Net charge   0
HOMO energy   -8.883 eV

(2)
Here is C40H43F4IN2P2Pd as an isolated structure from OMol25. Energies are from ωB97M-V/def2-TZVPD.

Element x y z (Å)
Pd  -0.384  -0.171  0.251
C  -0.649  -3.592  -0.909
C  -1.332  -3.247  0.398
N  -0.615  -2.239  1.215
C  0.727  -2.724  1.629
C  0.743  -3.900  2.597
C  -1.468  -1.937  2.384
C  -0.884  -0.881  3.287
N  -0.593  0.300  2.493
C  -0.585  1.501  3.064
C  -0.660  2.656  2.228
F  -0.750  2.466  0.907
C  -0.700  3.927  2.724
F  -0.798  4.951  1.886
C  -0.653  4.150  4.097
C  -0.561  3.059  4.946
F  -0.491  3.250  6.255
C  -0.528  1.772  4.465
F  -0.387  0.778  5.331
H  -1.339  -4.158  -1.535
H  0.240  -4.204  -0.763
H  -0.369  -2.685  -1.452
H  -1.480  -4.148  1.000
H  -2.327  -2.845  0.216
H  1.272  -1.879  2.055
H  1.252  -3.003  0.724
H  0.259  -3.684  3.549
H  1.786  -4.137  2.809
H  0.288  -4.794  2.170
H  -1.654  -2.848  2.959
H  -2.433  -1.584  2.009
H  0.022  -1.231  3.792
H  -1.620  -0.665  4.061
H  -0.685  5.155  4.495
C  1.530  1.100  -3.049
C  2.338  -0.021  -2.409
P  2.055  -0.306  -0.617
C  3.039  -1.802  -0.343
C  2.909  -2.896  -1.200
C  3.619  -4.061  -0.955
C  4.459  -4.145  0.148
C  4.592  -3.059  1.003
C  3.883  -1.891  0.764
C  3.004  1.026  0.175
C  4.321  1.297  -0.206
C  5.018  2.324  0.406
C  4.419  3.086  1.404
C  3.120  2.811  1.800
C  2.419  1.782  1.186
C  0.097  0.689  -3.388
P  -1.125  0.576  -2.015
C  -2.468  -0.356  -2.792
C  -2.962  0.036  -4.040
C  -3.966  -0.700  -4.644
C  -4.489  -1.823  -4.013
C  -4.009  -2.212  -2.772
C  -2.998  -1.478  -2.167
C  -1.774  2.274  -1.882
C  -3.150  2.508  -1.883
C  -3.638  3.803  -1.790
C  -2.764  4.875  -1.695
C  -1.393  4.650  -1.687
C  -0.901  3.358  -1.771
H  2.022  1.376  -3.982
H  1.569  1.990  -2.423
H  3.402  0.208  -2.482
H  2.189  -0.960  -2.943
H  2.251  -2.854  -2.059
H  3.521  -4.901  -1.631
H  5.018  -5.052  0.336
H  5.255  -3.119  1.856
H  3.996  -1.049  1.436
H  4.814  0.699  -0.963
H  6.038  2.530  0.109
H  4.973  3.886  1.877
H  2.655  3.391  2.588
H  1.416  1.538  1.501
H  0.102  -0.293  -3.867
H  -0.335  1.385  -4.108
H  -2.576  0.921  -4.532
H  -4.346  -0.396  -5.610
H  -5.275  -2.392  -4.491
H  -4.421  -3.083  -2.279
H  -2.615  -1.764  -1.201
H  -3.846  1.684  -1.978
H  -4.707  3.972  -1.802
H  -3.148  5.885  -1.629
H  -0.705  5.482  -1.611
H  0.168  3.207  -1.732
I  -4.213  1.045  2.882
C  -3.661  0.625  0.963
H  -3.308  1.454  0.369
H  -4.056  -0.269  0.503

Force components x, y, z for each atom (eV/Å):
0.39 0.01 -0.13
0.01 0.01 0.02
0.07 -0.07 -0.06
-0.14 0.13 -0.09
0.00 -0.06 0.13
0.02 0.02 -0.03
-0.13 0.04 -0.07
0.07 -0.06 0.12
0.02 -0.01 -0.11
-0.04 0.07 0.00
0.01 -0.16 -0.08
0.00 0.00 0.04
0.00 0.07 0.07
0.00 0.01 -0.02
-0.01 0.07 -0.02
0.00 0.05 0.07
0.00 0.00 -0.01
0.01 -0.06 0.01
0.01 -0.01 -0.01
0.02 0.00 -0.01
0.01 0.00 0.00
0.00 -0.02 -0.02
0.03 0.00 0.00
-0.02 -0.03 0.08
-0.04 0.00 -0.01
0.02 0.00 -0.05
0.02 0.00 0.00
-0.01 -0.03 0.00
0.00 0.01 0.02
-0.03 -0.01 -0.01
0.08 -0.04 0.00
0.00 0.01 -0.02
0.03 0.00 0.03
0.00 -0.01 -0.01
-0.03 -0.06 -0.01
-0.09 0.02 0.06
-0.01 0.14 0.00
-0.03 0.06 0.06
0.02 -0.03 0.01
-0.01 0.01 -0.01
-0.02 0.01 -0.02
0.01 0.01 0.03
-0.02 -0.05 -0.01
-0.14 0.01 0.03
-0.04 0.00 0.00
0.05 0.00 -0.03
-0.03 0.00 0.03
0.00 -0.03 -0.03
0.02 -0.09 -0.04
0.05 -0.04 0.12
-0.05 -0.01 -0.15
0.03 -0.07 0.07
0.01 -0.04 0.02
0.02 0.05 -0.02
-0.01 -0.03 0.01
0.01 0.02 0.03
-0.07 0.13 -0.09
0.05 -0.03 0.07
-0.01 0.02 -0.04
-0.03 -0.01 0.01
0.05 -0.01 0.01
-0.01 -0.02 0.01
-0.06 0.03 0.00
0.00 0.00 -0.01
-0.01 0.04 0.01
0.04 -0.06 0.00
-0.06 0.01 0.00
0.00 -0.02 0.01
0.01 0.00 0.01
-0.01 0.00 0.00
0.00 0.00 -0.01
0.01 -0.01 0.00
0.01 0.01 0.00
-0.01 0.00 0.00
0.00 -0.01 -0.01
0.00 0.00 0.00
0.04 0.05 0.00
0.00 -0.01 0.01
-0.02 0.03 0.01
-0.01 -0.01 -0.01
0.00 0.00 0.01
0.01 0.01 0.00
0.00 0.00 0.00
-0.02 0.02 -0.01
-0.01 0.00 -0.01
0.01 0.00 0.00
0.00 -0.01 -0.01
-0.01 0.00 0.00
0.04 0.00 -0.01
-0.02 -0.07 -0.17
-0.07 0.06 0.17
0.03 -0.03 0.02
-0.04 0.02 0.03

Summary:
Gap between HOMO and LUMO (alpha / beta)   8.61 / 6.05 eV
Expectation value of S²   6.060
Net charge   +2
HOMO energy (alpha / beta)   -12.973 / -14.054 eV
2S+1   5

(3)
Here is C10H20BrClIN3O in the gas phase from OMol25. Energies are from ωB97M-V/def2-TZVPD.

Element x y z (Å)
C  -0.042  3.417  -1.127
C  0.998  2.970  -2.163
C  0.987  1.468  -2.350
O  1.637  0.908  -1.177
N  1.599  -0.449  -1.154
C  0.886  -1.129  -0.290
N  0.948  -2.495  -0.267
C  1.599  -2.939  1.022
C  1.886  -1.735  1.918
Cl  2.258  -2.324  3.557
C  0.664  -0.825  2.010
N  0.117  -0.475  0.665
C  -1.323  -0.920  0.543
I  -2.028  -0.818  -1.509
C  -2.198  -0.216  1.582
C  -3.066  0.945  1.102
H  -0.914  2.763  -1.121
H  0.390  3.374  -0.126
H  -0.344  4.451  -1.286
H  1.985  3.253  -1.788
H  0.823  3.441  -3.129
H  1.516  1.159  -3.258
H  -0.035  1.106  -2.418
H  2.168  -0.937  -1.837
H  1.540  -2.801  -1.033
H  0.924  -3.610  1.553
H  2.510  -3.486  0.792
H  2.786  -1.203  1.606
H  -0.087  -1.373  2.583
H  0.916  0.073  2.572
H  -1.352  -1.997  0.723
H  -2.862  -0.981  1.991
H  -1.596  0.145  2.419
H  -3.435  1.483  1.978
H  -3.945  0.604  0.559
H  -2.504  1.667  0.510
Br  -3.405  -2.515  -3.654

Force components x, y, z for each atom (eV/Å):
0.29 0.04 0.23
-0.11 -0.20 0.58
-0.19 0.27 -0.53
-0.02 -0.09 0.03
-0.39 -0.26 0.12
-0.71 0.36 -0.21
1.71 0.60 -0.07
-0.65 -0.14 0.35
-0.03 -0.13 0.12
0.11 -0.05 0.04
0.21 -0.10 0.22
0.21 -0.15 0.26
0.25 0.43 0.11
-0.14 -0.61 0.38
-0.35 0.10 -0.18
0.00 0.24 0.45
-0.11 0.13 -0.16
-0.06 -0.08 0.01
-0.11 -0.05 -0.08
0.09 0.15 -0.38
0.06 -0.04 -0.03
0.23 -0.05 0.16
-0.05 -0.20 0.15
0.06 0.19 -0.11
-0.38 -0.43 -0.17
-0.04 -0.02 -0.08
0.00 0.02 -0.04
-0.11 0.07 -0.18
-0.06 0.01 -0.09
-0.02 0.06 -0.09
0.06 0.00 -0.03
0.03 0.02 0.07
0.12 -0.09 -0.05
-0.03 0.00 0.00
0.16 0.00 -0.24
-0.02 -0.10 -0.15
-0.01 0.11 -0.41

Summary:
Gap between HOMO and LUMO   5.44 eV
Relative energy (zero: lowest compared OMol25 entry of this formula, charge and spin)   0.0 kJ/mol
Net charge   0
HOMO energy   -6.337 eV

(4)
Here is C6H11O in the gas phase from OMol25. Energies are from ωB97M-V/def2-TZVPD.

Element x y z (Å)
C  0.216  2.179  0.370
O  -0.649  1.748  1.416
C  1.532  1.257  0.416
C  1.352  0.046  -0.471
C  0.043  -0.692  -0.870
C  -0.968  -0.974  0.065
C  -1.772  -2.201  0.053
H  0.370  3.322  0.671
H  -0.319  2.178  -0.591
H  2.417  1.780  0.039
H  1.640  0.985  1.451
H  1.743  0.279  -1.511
H  1.932  -0.866  -0.068
H  -0.080  -0.932  -1.986
H  -1.302  -0.155  0.828
H  -2.557  -2.232  0.776
H  -1.386  -3.215  0.384
H  -2.212  -2.509  -0.972

Force components x, y, z for each atom (eV/Å):
0.30 0.38 2.04
0.71 0.73 -1.24
-1.89 1.29 -0.66
0.25 -2.00 -2.52
-2.35 0.68 1.79
1.70 1.81 -1.13
-1.65 -2.75 -1.66
0.06 -2.11 -0.56
0.25 -0.06 0.10
-0.15 0.10 0.36
0.20 0.01 0.40
0.23 -0.15 1.32
-0.31 1.60 -0.64
0.63 -0.70 2.01
1.53 -1.85 -0.68
-1.16 0.89 0.21
1.14 1.33 -0.48
0.52 0.80 1.34

Summary:
Gap between HOMO and LUMO (alpha / beta)   9.10 / 6.95 eV
Expectation value of S²   0.754
Relative energy (zero: lowest compared OMol25 entry of this formula, charge and spin)   325.8 kJ/mol
Net charge   0
HOMO energy (alpha / beta)   -8.221 / -8.211 eV
2S+1   2

Number 1: largest force on an atom 15.99 eV Å⁻¹. Number 2: largest force on an atom 0.41 eV Å⁻¹. Number 3: largest force on an atom 1.81 eV Å⁻¹. Number 4: largest force on an atom 3.61 eV Å⁻¹.